The following is a DFT calculation (ωB97M-V/def2-TZVPD) of C19H25N5O2S in the gas phase.

## Properties
Calculated total energy, eV: -42491.469
E_LUMO, eV: -0.22
Kohn-Sham gap, Eh: 0.312
Relative energy (zero: lowest compared OMol25 entry of this formula, charge and spin), eV: 0.000

```
! RIJCOSX wB97M-V def2-TZVPD def2/J DEFGRID3
* xyz 0 1
S 5.22 -1.76 -0.11
O 1.24 -2.05 -2.85
O 1.68 1.65 0.02
N -0.46 1.47 -1.54
N -5.04 -0.83 -3.50
N 3.27 0.03 -0.05
N 3.06 -1.74 -1.55
N -3.64 -0.43 -1.83
C -4.84 -0.14 -2.41
C 0.12 0.36 -1.95
C 1.33 -0.12 -1.48
C 2.07 -0.19 2.52
C -0.07 0.68 3.51
C -2.81 1.67 -0.85
C -0.11 -1.31 2.02
C 1.39 0.99 3.16
C -1.76 1.92 -1.94
C 3.94 0.64 1.09
C -3.94 -1.61 -3.64
C -0.75 0.04 2.30
C 3.78 -1.11 -0.58
C 2.07 0.59 -0.46
C 3.56 -0.11 2.38
C 1.38 -1.21 2.02
C -3.06 -1.38 -2.62
C -3.09 0.18 -0.65
C 1.82 -1.36 -2.04
H -2.46 2.09 0.09
H 4.00 0.42 3.22
H -3.73 2.18 -1.14
H 1.93 1.29 4.05
H 0.06 1.98 -0.81
H -2.05 1.41 -2.86
H -1.70 3.00 -2.15
H 1.43 1.83 2.45
H -0.61 0.69 1.44
H -2.11 -1.81 -2.39
H -0.58 1.60 3.79
H -0.11 -0.01 4.35
H -0.42 -2.04 2.79
H 5.01 0.59 0.93
H 3.60 1.67 1.14
H 3.46 -2.60 -1.92
H -3.79 0.06 0.18
H -3.85 -2.29 -4.47
H -0.38 -0.22 -2.72
H 1.91 -2.05 1.58
H -0.45 -1.71 1.06
H -5.52 0.58 -2.01
H -2.17 -0.35 -0.40
H 3.99 -1.11 2.34
H -1.82 -0.08 2.48
*
```